(1)
C3H5FS2 | wB97M-V/def2-TZVPD

## Properties
energy above the lowest of the compared OMol25 structures with the same formula, charge and spin	0.8860	eV
highest occupied orbital energy	-8.91	eV
SMILES	FCC(=S)CS
total energy	-1013.49477	hartree
orbital gap	8.4201	eV

```
11
C3H5FS2 (wB97M-V/def2-TZVPD)
F -1.0258 -1.4673 1.0136
C -1.3165 -0.0955 1.0327
C -0.1077 0.5981 0.4844
S 0.2224 2.1337 0.3596
C 0.9711 -0.3696 -0.0268
S 0.5935 -1.1938 -1.6102
H -1.6340 0.2760 2.0193
H -2.2023 0.0352 0.4552
H 1.8589 0.4070 -0.0987
H 1.1458 -1.2566 0.6190
H -0.2720 -2.0927 -1.0486
```

(2)
C16H19N6O9SZr | wB97M-V/def2-TZVPD

## Properties
energy above the lowest of the compared OMol25 structures with the same formula, charge and spin	1.2015	eV
highest occupied orbital energy	-10.51	eV
total energy	-2072.00689	hartree
total charge	+1
orbital gap	6.4567	eV

```
52
C16H19N6O9SZr (wB97M-V/def2-TZVPD)
Zr -0.5370 -1.5186 -0.3970
O -2.6484 -1.2755 -1.2106
C -3.7731 -2.0506 -0.6847
C -3.4736 -3.5159 -0.8860
N -2.2300 -3.9089 -0.2258
C -1.3386 -4.8080 -0.9897
C -0.2628 -3.7761 -1.1935
O 0.4827 -3.5089 -0.2145
O -0.4372 -2.8592 -2.0783
C -2.2549 -4.0939 1.2245
C -1.2875 -3.1304 1.9264
O -0.5515 -3.4127 2.8168
O -1.3315 -1.9026 1.3450
H -2.9291 -0.3619 -1.3497
H -4.6691 -1.7658 -1.2333
H -3.8915 -1.7971 0.3697
H -3.3725 -3.7111 -1.9525
H -4.3276 -4.0955 -0.5187
H -1.7941 -5.1488 -1.9142
H -0.9923 -5.6473 -0.3930
H -1.9906 -5.1099 1.5135
H -3.2598 -3.8887 1.6013
N 3.1853 0.0700 1.0073
C 2.2315 -0.8192 1.0546
N 2.1488 -1.6983 2.0546
O 1.3103 -0.8338 0.1301
H 3.8334 0.2062 1.7691
H 3.1515 0.8673 0.3716
H 2.8061 -1.6694 2.8154
H 1.4155 -2.3885 2.0957
O 5.4756 4.2623 1.0237
S 4.2831 3.4757 0.9319
O 3.7776 2.8849 2.1535
O 4.2565 2.5339 -0.2006
C 2.9496 4.5883 0.3600
N 3.2009 5.7397 -0.2432
C 2.2022 6.2788 -0.9288
C 0.9745 5.6514 -1.1097
C 0.7966 4.4936 -0.3770
N 1.7560 3.9999 0.4030
C -0.1954 3.3871 -0.5291
C -0.3406 2.7498 -1.7539
C -0.5430 1.3838 -1.7365
N -0.7922 0.7043 -0.6058
C -0.8789 1.3743 0.5734
C -0.6147 2.7140 0.6272
H 2.4080 7.2304 -1.4053
H 0.2175 6.0633 -1.7619
H -0.0479 3.2357 -2.6745
H -0.4505 0.8011 -2.6474
H -1.1050 0.7941 1.4603
H -0.5426 3.2066 1.5867
```

(3)
C30H63N8O6P2 | wB97M-V/def2-TZVPD

## Properties
highest occupied orbital energy	-9.59	eV
total energy	-2752.32486	hartree
total charge	+1
orbital gap	6.1270	eV

```
109
C30H63N8O6P2 (wB97M-V/def2-TZVPD)
C -3.9943 4.2718 -1.7106
C -4.4391 5.5854 -2.0491
C -5.2580 6.3273 -0.9325
O -6.4468 6.1965 -0.9471
O -4.6751 7.1019 0.0861
C -4.4850 6.3047 1.2859
C -3.5774 7.1317 2.2613
C -3.5083 6.5768 3.7517
C -4.0068 5.0916 3.9474
C -3.1324 3.9926 3.1955
C -4.1755 3.0219 2.4673
N -3.5501 1.6419 2.2734
C -4.5993 0.5595 2.4597
O -5.8437 0.9014 1.8816
N -5.8896 0.6014 0.5161
O -6.5294 1.4408 0.0070
C -2.8439 1.5466 0.9521
C -1.3238 1.2420 1.0521
C -0.6376 0.5276 -0.0535
C 0.7955 0.2024 0.0443
C 1.6127 0.5625 1.2296
C 0.9534 1.2943 2.3069
C 1.6682 1.7506 3.6396
C -0.4704 1.6159 2.1922
H -3.0637 4.2273 -1.0804
H -4.5863 3.3738 -2.0160
H -4.2301 6.0481 -3.0437
H -3.8669 5.4114 0.9544
H -5.4451 5.9337 1.7284
H -4.0087 8.1688 2.3086
H -2.5209 7.2005 1.8814
H -4.1823 7.2322 4.3794
H -2.4682 6.7173 4.1660
H -3.9864 4.8432 5.0501
H -5.0850 5.0565 3.6357
H -2.3885 4.4334 2.4800
H -2.5832 3.4250 4.0063
H -4.5407 3.4462 1.5001
H -5.0242 2.9209 3.2045
H -2.9223 1.5309 3.0880
H -4.1971 -0.4448 2.1691
H -4.7676 0.5147 3.5762
H -3.0457 2.4356 0.2871
H -3.3088 0.6722 0.4046
H -1.1674 0.2163 -0.9920
H 1.3423 -0.3377 -0.7752
H 2.6938 0.3204 1.3267
H 1.5954 2.8653 3.7554
H 2.7133 1.3585 3.6729
H 1.0830 1.3192 4.5058
H -0.9780 2.1782 3.0252
O 3.6423 -0.1413 -2.8342
P 4.6232 -0.3358 -3.9982
N 3.5954 0.4216 -5.1667
C 2.2494 -0.0758 -5.4128
C 3.5250 1.8687 -4.9648
N 4.5475 -2.0416 -4.0252
C 3.9582 -2.8422 -5.0751
C 4.4080 -2.7146 -2.7416
N 5.8802 -0.5125 -5.2552
C 7.2126 -0.2251 -4.7008
C 5.8012 0.0192 -6.6108
H 1.7275 0.5665 -6.1282
H 1.6422 -0.1320 -4.5024
H 2.2684 -1.0566 -5.8848
H 4.5276 2.2808 -4.8010
H 2.9085 2.1310 -4.0976
H 3.1201 2.3652 -5.8506
H 2.8766 -2.9600 -4.9338
H 4.4013 -3.8431 -5.0885
H 4.1395 -2.4256 -6.0670
H 3.3621 -2.7241 -2.4061
H 5.0080 -2.2184 -1.9786
H 4.7624 -3.7479 -2.7954
H 7.3443 0.8463 -4.5205
H 8.0053 -0.5722 -5.3666
H 7.3459 -0.7477 -3.7474
H 5.8097 1.1138 -6.6352
H 4.9187 -0.3427 -7.1355
H 6.6553 -0.3331 -7.1989
O 0.6433 -2.9054 1.8246
P 0.7775 -4.3554 2.3013
N 1.1509 -4.9699 0.7294
C 0.2380 -4.7746 -0.3883
C 2.4922 -4.5738 0.3064
N -0.8619 -4.5675 2.7394
C -1.8088 -5.4274 2.0653
C -1.5485 -3.4166 3.3089
N 1.0224 -5.9913 2.9747
C 1.7312 -5.9219 4.2623
C 1.4984 -7.1502 2.2282
H 0.6729 -5.1666 -1.3123
H -0.0151 -3.7212 -0.5534
H -0.6818 -5.3413 -0.2540
H 3.2133 -4.7316 1.1173
H 2.5324 -3.5165 0.0209
H 2.8296 -5.1814 -0.5376
H -2.2737 -4.9229 1.2089
H -2.6103 -5.7255 2.7490
H -1.3538 -6.3567 1.7206
H -1.9026 -2.7303 2.5255
H -0.8865 -2.8627 3.9749
H -2.4084 -3.7300 3.9085
H 2.7865 -5.6690 4.1209
H 1.6631 -6.8658 4.8068
H 1.2815 -5.1532 4.9003
H 2.5351 -7.0394 1.8942
H 0.8669 -7.3631 1.3675
H 1.4457 -8.0451 2.8574
```

(4)
C25H41BrCuN2P2 | wB97M-V/def2-TZVPD

## Properties
energy above the lowest of the compared OMol25 structures with the same formula, charge and spin	4.9400	eV
highest occupied orbital energy (spin up / spin down)	-13.36 / -13.27	eV
total energy	-5983.02110	hartree
<S²>	0.7544
total charge	+2
spin multiplicity	2
orbital gap (spin up / spin down)	6.2386 / 4.1310	eV

```
72
C25H41BrCuN2P2 (wB97M-V/def2-TZVPD)
C 4.2915 -2.3186 2.4077
C 4.3575 -1.5369 1.2301
C 5.5772 -1.5425 0.5522
C 6.6140 -2.3735 0.9966
N 6.5060 -3.2102 2.0326
C 5.3745 -3.1562 2.7289
C 3.2066 -0.6757 0.7883
C 2.1334 -0.2315 1.4131
C 1.3265 -0.0742 2.6138
C 0.2162 -0.9237 2.8269
C -0.8767 -0.5084 3.5922
C -0.8702 0.7256 4.2820
C 0.3062 1.5100 4.2008
C 1.3905 1.1073 3.3933
Cu 2.1010 0.5473 -0.1792
P -2.5490 -1.0173 -1.0155
H 5.7003 -0.9137 -0.3170
H 3.4101 -2.3080 3.0356
H 7.5580 -2.3836 0.4895
H 5.3099 -3.8173 3.5871
H 2.2894 1.7396 3.3395
H 0.1925 -1.8891 2.3190
H 0.3172 2.4645 4.7308
H -1.7780 -1.1218 3.6158
C -4.0041 -0.1754 -1.8443
C -4.4153 -0.5728 -3.2588
H -3.7327 0.8945 -1.8340
H -4.8486 -0.2936 -1.1468
H -5.2952 0.0212 -3.5424
H -3.6290 -0.3571 -3.9941
H -4.6986 -1.6302 -3.3411
C -1.6219 -1.7014 -2.4506
C -0.4779 -2.6228 -2.0460
H -1.2101 -0.8416 -2.9951
H -2.3168 -2.2153 -3.1211
H 0.0734 -2.9364 -2.9399
H 0.2334 -2.1210 -1.3805
H -0.8315 -3.5308 -1.5463
C -3.3338 -2.5713 -0.3687
C -4.2031 -3.3901 -1.3107
H -3.9155 -2.2215 0.4951
H -2.5071 -3.1829 0.0215
H -4.5075 -4.3109 -0.7980
H -5.1215 -2.8646 -1.5960
H -3.6717 -3.6912 -2.2216
Br -2.2967 1.2569 5.2272
P 1.1640 2.3561 -1.1507
C 0.1198 1.1672 -2.0294
C -0.7699 1.8076 -3.0967
H -0.4609 0.7273 -1.2041
H 0.8740 0.4763 -2.4433
H -1.4433 1.0830 -3.5653
H -1.4166 2.6039 -2.7098
H -0.1721 2.2363 -3.9078
C -0.1751 3.3564 -0.3008
C -0.0637 4.8914 -0.2724
H -0.0976 2.9135 0.7067
H -1.1365 3.0543 -0.7486
H -0.8827 5.3063 0.3385
H 0.8781 5.2344 0.1841
H -0.1720 5.2978 -1.2894
C 2.4048 2.6016 0.2235
C 3.7291 2.4542 -0.6678
H 1.7760 1.9871 1.0635
H 2.6039 3.5798 0.7318
H 4.1942 1.4588 -0.7630
H 3.6120 2.8097 -1.7197
H 4.4683 3.1398 -0.2657
N -3.6583 -0.0686 1.3650
H -4.1516 -0.5078 2.1413
H -4.2245 0.6996 1.0048
H -2.7724 0.2999 1.7033
```

Q: Number 3 is which compound?
A: C30H63N8O6P2

Q: Look up the total energy of the third one.
A: -2752.32486 hartree

Q: Number 3 is which compound?
A: C30H63N8O6P2

Q: Which of these has the highest total energy?
A: C3H5FS2